ORCA calculation (ωB97M-V/def2-TZVPD) on a molecular structure, C44H36GaN13OS.

Geometry as XYZ:
```
96
Properties=species:S:1:pos:R:3:lowdin_charge:R:1
Ga -0.114 0.654 -1.239 0.33
C 1.231 3.105 3.546 -0.04
N 1.420 2.432 2.252 -0.09
C 0.511 1.806 1.526 -0.11
N 1.038 1.452 0.359 0.06
C 2.320 1.925 0.439 -0.16
N 2.582 2.533 1.567 0.17
C 0.291 4.283 3.423 -0.20
C -0.584 4.591 4.455 -0.02
C -1.460 5.664 4.331 -0.04
C -1.489 6.416 3.171 0.00
C -0.613 6.107 2.134 -0.13
C 0.287 5.057 2.272 0.01
C -0.663 6.856 0.882 -0.31
N -1.423 7.843 0.556 0.14
N -1.100 8.175 -0.748 0.13
C -0.164 7.368 -1.115 -0.32
O 0.162 6.493 -0.131 0.08
C 0.520 7.269 -2.401 -0.13
C 0.586 8.366 -3.251 0.01
C 1.225 8.238 -4.472 -0.03
C 1.777 7.023 -4.857 -0.01
C 1.702 5.922 -4.015 -0.19
C 2.270 4.588 -4.457 -0.04
N 1.450 3.484 -3.949 -0.10
C 1.661 2.698 -2.906 -0.09
N 0.556 2.001 -2.653 0.04
C -0.313 2.415 -3.632 -0.16
N 0.193 3.322 -4.416 0.18
C 1.083 6.053 -2.781 0.02
H 2.227 3.402 3.868 0.14
H 0.843 2.383 4.262 0.14
H -0.498 1.629 1.858 0.15
H 3.066 1.789 -0.326 0.12
H -0.586 3.996 5.362 0.12
H -2.133 5.903 5.144 0.12
H -2.180 7.241 3.054 0.13
H 0.974 4.842 1.461 0.12
H 0.141 9.305 -2.949 0.13
H 1.286 9.088 -5.139 0.12
H 2.250 6.933 -5.828 0.12
H 3.288 4.441 -4.095 0.14
H 2.276 4.519 -5.542 0.14
H 2.588 2.674 -2.359 0.14
H -1.313 2.032 -3.740 0.12
H 0.997 5.210 -2.106 0.09
C 2.483 -1.124 -0.966 -0.15
N 1.150 -0.891 -1.570 0.00
C 0.657 -1.708 -2.455 -0.02
C -0.618 -1.443 -3.002 -0.29
C -1.443 -2.132 -3.893 0.00
C -2.615 -1.381 -3.997 -0.05
C -2.452 -0.271 -3.165 -0.13
N -1.251 -0.302 -2.564 -0.01
C 3.007 -2.522 -1.123 -0.26
C 2.678 -3.501 -0.191 -0.05
C 3.121 -4.806 -0.356 -0.06
C 3.899 -5.140 -1.456 -0.06
C 4.240 -4.167 -2.386 -0.06
C 3.795 -2.863 -2.219 -0.05
H 2.402 -0.881 0.093 0.11
H 3.191 -0.418 -1.412 0.12
H 1.209 -2.597 -2.750 0.15
H -1.210 -3.058 -4.396 0.12
H -3.477 -1.602 -4.605 0.11
H -3.152 0.535 -2.983 0.12
H 2.090 -3.237 0.683 0.11
H 2.871 -5.559 0.379 0.11
H 4.250 -6.156 -1.581 0.11
H 4.858 -4.422 -3.237 0.11
H 4.071 -2.102 -2.942 0.12
N -3.484 2.429 0.578 0.17
C -3.777 3.724 0.048 -0.23
C -5.047 4.256 0.165 0.00
C -5.301 5.519 -0.356 -0.04
C -4.305 6.222 -1.017 -0.03
C -3.041 5.664 -1.171 -0.07
C -2.783 4.425 -0.616 -0.41
S -1.168 3.725 -0.640 1.07
N -1.549 2.044 -0.650 -0.24
C -2.545 1.622 0.066 -0.33
C -2.570 0.163 0.382 -0.18
C -3.685 -0.510 0.835 0.03
C -3.576 -1.865 1.127 0.00
C -2.359 -2.493 0.951 0.01
C -1.290 -1.751 0.470 -0.06
N -1.391 -0.454 0.198 0.08
H -4.184 2.021 1.176 0.15
H -5.831 3.701 0.667 0.12
H -6.287 5.950 -0.247 0.12
H -4.506 7.206 -1.416 0.12
H -2.256 6.203 -1.689 0.10
H -4.639 -0.009 0.932 0.13
H -4.437 -2.417 1.479 0.13
H -2.233 -3.545 1.165 0.13
H -0.325 -2.207 0.286 0.12
```

Properties
Total charge: +2
Relative energy (zero: lowest compared OMol25 entry of this formula, charge and spin) (kJ/mol): 4.4
LUMO level (eV): -5.947
Total energy (a.u.): -4808.0252
HOMO (eV): -12.99